[1]
A structure of composition C10H10O2, computed with ωB97M-V with the def2-TZVPD basis set.

Each line ends with the Mulliken charge.
Element x y z (Å)
C: 2.64919 2.03124 0.08750  0.037
C: 1.52745 1.64784 0.33078  -1.181
C: 0.25123 -2.86538 -0.72032  -0.597
C: 0.44452 -2.48411 0.60762  -0.426
C: -0.06248 -1.86868 -1.67764  -0.436
C: 0.20732 -1.20228 0.98360  -0.161
C: -0.22226 -0.56696 -1.31418  -0.558
C: -0.09995 -0.21343 0.05209  0.204
C: -2.11121 1.66307 -0.16434  -0.591
C: 0.09095 1.22853 0.45403  1.266
O: -0.03114 1.23381 2.25269  -0.642
O: -0.77128 2.19253 -0.05770  -0.384
H: 3.49489 2.47776 -0.31067  0.524
H: 0.60517 -3.76009 -1.10100  0.432
H: 0.65355 -3.29638 1.32469  0.326
H: -0.31484 -2.16494 -2.68248  0.372
H: 0.34641 -0.86095 2.10661  0.269
H: -0.06547 0.09568 -2.08527  0.475
H: -2.06187 1.08300 -1.11008  0.255
H: -2.69729 2.61814 -0.30579  0.275
H: -2.31989 1.07386 0.80827  0.285
H: 0.48701 1.93774 2.52160  0.258

Computed properties:
* 2S+1: 1
* gap between HOMO and LUMO: 9.954 eV
* energy relative to the best compared isomer or geometry (same formula, charge and spin): 545.1 kJ/mol
* charge: 0
* E_HOMO: -9.37 eV

[2]
A cluster of 2 separate species, C4H6INO in total, computed with ωB97M-V with the def2-TZVPD basis set.

Each line ends with the Mulliken charge.
Element x y z (Å)
C: -0.56390 -3.11865 0.92234  -0.291
C: 0.41326 -2.31897 0.55893  -0.350
C: 0.35337 0.50083 -0.14986  0.384
C: -0.80769 2.53590 -0.43695  -0.763
N: 1.49490 0.51749 -0.49938  -0.401
O: -0.76907 1.12397 -0.01768  -0.252
I: 2.43909 -2.21296 0.16384  0.120
H: -0.51490 -4.23790 0.72161  0.203
H: -1.51186 -2.84098 1.35269  0.243
H: -1.92758 2.86446 -0.37142  0.243
H: -0.34303 2.85367 -1.33671  0.330
H: -0.32207 3.28623 0.15967  0.343
H: 2.05946 1.04691 -1.06709  0.192

Computed properties:
* 2S+1: 1
* gap between HOMO and LUMO (alpha / beta): 8.019 / 7.411 eV
* energy relative to the best compared isomer or geometry (same formula, charge and spin): 701.0 kJ/mol
* charge: 0
* E_HOMO (alpha / beta): -7.59 / -7.29 eV

[3]
The molecule C9H14O3SSi, computed with ωB97M-V with the def2-TZVPD basis set.

Each line ends with the Mulliken charge.
Element x y z (Å)
C: 1.30076 1.99795 -1.04135  -1.274
Si: 1.05657 0.24264 -0.24556  0.452
C: 2.43892 -1.09142 -0.40720  -1.119
C: 0.65673 0.51255 1.62135  -0.983
C: -0.36616 -0.64035 -1.19329  0.360
S: -0.54433 -2.37230 -0.82942  -0.245
C: -2.28778 -2.40695 -0.19412  -0.444
C: -2.61819 -0.96587 -0.23582  0.512
C: -3.78114 -0.27587 0.19036  -0.197
O: -5.02525 -0.61826 0.52296  -0.546
O: -3.54163 1.05704 -0.03093  -0.381
C: -2.29679 1.12934 -0.61768  0.019
O: -1.89632 2.37532 -0.94744  -0.476
C: -1.71453 -0.04158 -0.75232  -0.429
H: 2.21928 2.45709 -0.64935  0.363
H: 1.50382 1.86603 -2.07753  0.375
H: 0.66635 2.81905 -0.94887  0.432
H: 2.53079 -1.38612 -1.43573  0.321
H: 3.40006 -0.70378 0.06294  0.295
H: 2.16855 -1.92522 0.26815  0.320
H: -0.48972 0.15512 1.66950  0.173
H: 1.29405 0.00762 2.40266  0.342
H: 0.50706 1.52828 1.94032  0.385
H: -0.25940 -0.52153 -2.30687  0.479
H: -2.29543 -2.73490 0.86217  0.251
H: -2.87652 -3.19997 -0.78193  0.320
H: -5.34462 -0.32243 1.37781  0.355
H: -2.61106 2.95142 -0.60322  0.341

Computed properties:
* 2S+1: 1
* gap between HOMO and LUMO: 8.095 eV
* charge: 0
* E_HOMO: -7.64 eV

[4]
The molecule C5H7NO, computed with ωB97M-V with the def2-TZVPD basis set.

Each line ends with the Mulliken charge.
Element x y z (Å)
O: 2.61158 -0.63818 0.76388  -0.495
C: 2.06678 -0.44632 -0.51544  -0.446
C: 0.65363 0.06509 -0.55366  -0.111
C: -0.19930 0.26575 0.43324  -0.513
C: -1.44553 0.87533 0.55514  0.048
C: -2.44316 0.21957 -0.33065  -0.189
N: -2.59745 -0.04502 0.97679  -0.359
H: 2.45277 0.17116 1.26643  0.309
H: 2.66807 0.25505 -1.12147  0.256
H: 2.12601 -1.41369 -1.02776  0.286
H: -1.54808 1.90168 0.88824  0.349
H: -2.29868 -0.56465 -1.07620  0.260
H: 0.33298 0.34895 -1.56426  0.342
H: -2.37963 -0.99473 1.30571  0.264

Computed properties:
* 2S+1: 1
* gap between HOMO and LUMO (alpha / beta): 8.514 / 7.611 eV
* energy relative to the best compared isomer or geometry (same formula, charge and spin): 592.0 kJ/mol
* charge: 0
* E_HOMO (alpha / beta): -8.31 / -7.95 eV

[5]
A cluster of 8 separate species, C17H52BrClO8P2 in total, computed with ωB97M-V with the def2-TZVPD basis set.

Each line ends with the Mulliken charge.
Element x y z (Å)
C: 6.23348 -0.98914 1.58100  -1.364
C: 4.76047 -1.10062 1.10636  -0.071
Br: 4.77343 -1.85058 -0.72948  -0.159
C: 4.00472 0.26502 1.17817  -0.936
P: 2.17741 -0.09313 1.62425  0.391
P: 0.14434 -0.76478 2.27185  -0.007
O: -0.62486 -1.19171 0.79524  -0.280
Cl: -0.95472 0.89066 2.96124  -0.269
H: 6.73946 -0.27613 0.90716  0.363
H: 6.69184 -1.98354 1.50494  0.363
H: 6.30668 -0.55288 2.58880  0.389
H: 4.18964 -1.82207 1.72027  0.461
H: 4.09187 0.84317 0.24327  0.485
H: 4.43816 0.83903 2.01861  0.359
H: 2.56015 -0.15042 3.01544  0.072
H: 1.72343 1.17488 1.15233  -0.032
H: 2.21710 -1.26888 0.79278  -0.063
H: -0.18869 -2.01550 0.55385  0.268
C: 6.62360 -5.47318 -1.37427  -0.757
C: 5.68826 -6.41611 -0.64307  -0.230
O: 5.36930 -5.90768 0.64931  -0.501
H: 7.54337 -5.32945 -0.80480  0.246
H: 6.87875 -5.86012 -2.36303  0.327
H: 6.16122 -4.49069 -1.49088  0.110
H: 6.15595 -7.39096 -0.50622  0.291
H: 4.76027 -6.55625 -1.20761  0.238
H: 4.94718 -5.05302 0.52672  0.270
C: -1.60999 -1.42970 -3.16203  -0.876
C: -0.54125 -2.46817 -2.88621  -0.333
O: -0.81896 -3.16851 -1.67762  -0.418
H: -1.66707 -0.71927 -2.33548  0.098
H: -1.39665 -0.88293 -4.08329  0.376
H: -2.59320 -1.89774 -3.25221  0.343
H: 0.43338 -1.99221 -2.77452  0.299
H: -0.47967 -3.19038 -3.70703  0.278
H: -1.67387 -3.59742 -1.78234  0.221
C: 2.37538 5.48917 0.55043  -1.151
C: 3.05010 4.13123 0.52872  -0.227
O: 2.09171 3.09077 0.33083  -0.382
H: 1.62760 5.53047 1.34355  0.285
H: 3.10370 6.28577 0.71157  0.350
H: 1.85500 5.67737 -0.39207  0.325
H: 3.55046 3.93808 1.47779  0.298
H: 3.79709 4.08234 -0.27030  0.300
H: 1.65656 3.25323 -0.50979  0.188
C: -2.39537 -5.04606 1.03008  -1.029
C: -3.40616 -3.91925 1.11101  0.362
O: -4.23506 -3.90741 -0.05263  -0.552
H: -1.77593 -4.93466 0.13768  0.153
H: -1.74739 -5.05947 1.90893  0.314
H: -2.89755 -6.01441 0.95242  0.407
H: -2.89987 -2.95625 1.16487  -0.192
H: -4.03620 -4.02520 1.99443  0.315
H: -4.68881 -4.75191 -0.09361  0.299
C: -2.85600 2.28767 -1.54648  -0.787
C: -2.47138 3.15033 -2.73279  -0.207
O: -1.30373 3.91297 -2.43476  -0.458
H: -3.04238 2.90673 -0.66748  0.289
H: -3.75351 1.70485 -1.76142  0.356
H: -2.04566 1.60034 -1.28909  0.063
H: -3.27235 3.84929 -2.97371  0.254
H: -2.27532 2.53241 -3.61559  0.241
H: -0.60132 3.29209 -2.23269  0.234
C: -3.25134 6.90521 -2.23680  -0.872
C: -4.47777 7.52937 -2.87551  -0.271
O: -4.12233 8.66911 -3.65398  -0.518
H: -2.74110 7.63029 -1.60101  0.328
H: -3.52404 6.03732 -1.63312  0.209
H: -2.53542 6.58869 -2.99946  0.299
H: -5.18021 7.86198 -2.11155  0.285
H: -4.98839 6.80628 -3.52108  0.250
H: -3.51255 8.37672 -4.33481  0.297
C: -4.77878 -0.41516 4.90662  -0.975
C: -4.88053 -1.84193 4.40913  -0.261
O: -4.50267 -1.91737 3.03909  -0.403
H: -5.41924 0.24318 4.31771  0.258
H: -5.06903 -0.34123 5.95676  0.350
H: -3.75437 -0.04937 4.79951  0.260
H: -5.90399 -2.20788 4.49244  0.298
H: -4.23002 -2.50221 4.99343  0.277
H: -3.59640 -1.60314 2.97122  0.184

Computed properties:
* 2S+1: 1
* gap between HOMO and LUMO: 7.877 eV
* charge: 0
* E_HOMO: -7.67 eV

[6]
A structure of composition H23O12, computed with ωB97M-V with the def2-TZVPD basis set.

Each line ends with the Mulliken charge.
Element x y z (Å)
O: 0.03060 -3.17768 -0.41905  -0.645
H: -1.23731 3.62174 1.96234  0.280
H: -2.81682 -1.63703 2.46251  0.367
O: 3.06840 -0.88441 -0.88529  -0.701
H: 2.26750 -0.49750 -1.24504  0.457
H: 3.77915 -0.33104 -0.47004  0.233
O: -0.51247 0.83786 -2.45205  -0.875
H: -0.04751 0.32013 -3.05857  0.246
O: -2.76202 -1.70028 3.37558  -0.603
H: 0.69083 -1.12434 4.56503  0.307
H: -3.07805 -1.01965 3.85143  0.282
O: -1.14769 4.03604 1.18391  -0.584
H: 2.17443 2.01057 2.23187  0.316
H: -3.33304 -1.00352 -0.57200  0.302
O: 3.23813 -2.37639 -2.78254  -0.664
H: 0.70745 2.52419 -1.72886  0.371
H: 0.01560 0.68553 -1.39859  0.480
O: -0.11030 -0.99749 5.04205  -0.621
H: -0.67374 -0.51349 4.29108  0.309
H: 4.01782 -1.90447 -2.57471  0.303
O: -2.17420 -0.71684 -2.85503  -0.720
H: -3.04319 -0.41837 -2.96632  0.246
H: -1.66147 0.06390 -2.39544  0.406
O: 1.49301 1.77285 2.89346  -0.621
H: 0.72464 1.32605 2.42998  0.314
H: -1.93716 -1.24196 0.30176  0.364
O: 0.57916 3.41152 -2.10635  -0.660
H: -0.17340 -3.51566 -1.34872  0.326
H: 1.26012 1.19729 -0.03085  0.054
O: 0.92719 0.57513 -0.55298  -0.902
H: 0.19106 3.15343 -2.93468  0.316
H: 2.58351 -1.93900 -2.10445  0.393
O: -2.94406 -1.28708 0.36532  -0.712
H: 0.85250 -2.77071 -0.58890  0.331
H: -0.94871 3.52069 0.51416  0.303

Computed properties:
* 2S+1: 1
* gap between HOMO and LUMO: 8.896 eV
* energy relative to the best compared isomer or geometry (same formula, charge and spin): 531.8 kJ/mol
* charge: -1
* E_HOMO: -6.36 eV

[7]
The molecule C20H23N3O5S2, computed with ωB97M-V with the def2-TZVPD basis set.

Each line ends with the Mulliken charge.
Element x y z (Å)
C: -2.12918 -5.02659 0.46069  -1.203
C: -0.77663 -4.48817 0.00791  0.159
S: -0.93359 -3.54317 -1.54665  -0.217
C: -1.77250 -2.13623 -0.91986  1.039
C: -2.59012 -1.39697 -1.76720  -0.541
C: -3.20120 -0.24191 -1.31665  -0.800
C: -3.01635 0.14843 -0.00255  -0.349
S: -3.66101 1.73264 0.54570  1.346
O: -3.92192 1.66260 1.95347  -0.737
O: -4.71629 2.10725 -0.34762  -0.738
N: -2.44949 2.85505 0.34209  0.194
C: -1.99517 3.11564 -0.99918  -1.281
C: -0.82190 2.21931 -1.40253  -0.180
C: 0.31843 2.27303 -0.37392  0.629
C: 1.25040 1.09878 -0.67227  -0.119
O: 0.89184 -0.05111 -0.50985  -0.654
N: 2.46266 1.42615 -1.15982  -0.180
C: 3.47929 0.42255 -1.43315  -0.806
C: 4.52750 0.40140 -0.37073  0.321
C: 4.64702 -0.33982 0.76737  -0.331
C: 5.82745 0.10874 1.40941  -0.514
C: 6.33285 1.09103 0.61741  -0.485
O: 5.55338 1.28044 -0.46085  -0.364
C: -0.21469 2.08053 1.05148  -0.084
C: -1.42211 2.96981 1.34475  -1.306
C: -2.25105 -0.60091 0.86620  -0.811
C: -1.59137 -1.73872 0.41127  -0.363
N: -0.72137 -2.40534 1.26287  -0.009
C: -0.15110 -3.62692 1.08780  0.272
O: 0.74194 -4.01938 1.80332  -0.656
H: -2.55197 -5.66426 -0.31219  0.342
H: -2.00491 -5.61114 1.37023  0.381
H: -2.82458 -4.21285 0.65948  0.249
H: -0.09481 -5.31057 -0.21752  0.396
H: -2.71420 -1.72703 -2.78660  0.470
H: -3.82272 0.35953 -1.95956  0.508
H: -1.69670 4.16925 -1.05514  0.404
H: -2.84939 2.96072 -1.65866  0.485
H: -0.44858 2.52962 -2.38050  0.568
H: -1.15836 1.18508 -1.48176  -0.237
H: 0.84552 3.22870 -0.45299  0.544
H: 2.74985 2.39133 -1.19738  0.297
H: 3.93530 0.63525 -2.40399  0.383
H: 2.96430 -0.53970 -1.46068  0.287
H: 3.98137 -1.10998 1.09817  0.621
H: 6.23789 -0.25398 2.32891  0.426
H: 7.20608 1.70647 0.70428  0.456
H: -0.49562 1.03269 1.15344  -0.295
H: 0.57767 2.29400 1.77200  0.594
H: -1.11330 4.02100 1.38837  0.362
H: -1.88139 2.70067 2.29618  0.516
H: -2.16579 -0.28795 1.89593  0.744
H: -0.37141 -1.87495 2.05105  0.268

Computed properties:
* 2S+1: 1
* gap between HOMO and LUMO: 8.853 eV
* energy relative to the best compared isomer or geometry (same formula, charge and spin): 0.0 kJ/mol
* charge: 0
* E_HOMO: -8.44 eV

[8]
The molecule C16H27FO6, computed with ωB97M-V with the def2-TZVPD basis set.

Each line ends with the Mulliken charge.
Element x y z (Å)
C: -5.40061 -1.98781 -0.93866  -1.192
C: -3.98629 -2.24929 -1.48043  0.127
O: -3.35577 -3.37855 -0.87318  -0.400
C: -2.62539 -3.09235 0.23051  0.609
O: -2.87325 -2.13709 0.95478  -0.532
C: -1.51195 -4.07153 0.46577  -0.824
C: -0.11675 -3.45228 0.31935  -0.682
C: 0.13755 -2.33818 1.34989  -1.168
C: 0.18919 -0.88473 0.84727  0.476
O: 1.53069 -0.34653 0.99532  -0.403
C: 1.65388 0.47572 2.09026  0.032
O: 1.49870 0.07014 3.23420  -0.594
C: 2.02290 1.89070 1.73081  0.312
C: 0.81688 2.83846 1.85072  -0.743
C: 0.41579 3.54648 0.55070  -0.563
C: 1.56609 4.01109 -0.32081  -0.568
O: 1.81034 3.00616 -1.33346  -0.235
C: 3.03635 3.03372 -1.92992  0.734
C: 4.28153 2.94355 -1.08126  -0.983
O: 3.11361 3.07479 -3.14693  -0.598
C: -0.28861 -0.63547 -0.55397  1.193
C: 0.77403 -0.78084 -1.63689  -1.569
F: -0.75997 0.68000 -0.60284  -0.374
H: -6.09428 -1.89635 -1.76305  0.360
H: -5.67559 -2.80304 -0.28502  0.275
H: -5.40129 -1.06915 -0.36793  0.316
H: -4.05494 -2.48456 -2.53295  0.471
H: -3.38591 -1.35335 -1.38202  -0.046
H: -1.64763 -4.93489 -0.17309  0.375
H: -1.60303 -4.39740 1.49552  0.362
H: 0.09710 -3.16325 -0.70113  0.290
H: 0.56788 -4.26005 0.54800  0.332
H: -0.59173 -2.38892 2.14465  0.470
H: 1.08971 -2.52633 1.82555  0.476
H: -0.44975 -0.29698 1.49674  0.342
H: 2.44504 1.86662 0.73885  -0.181
H: 2.77155 2.18286 2.45663  0.429
H: 0.95117 3.56406 2.64031  0.372
H: -0.03848 2.24455 2.15801  0.391
H: -0.14546 4.43405 0.82847  0.398
H: -0.25246 2.92573 -0.02763  0.140
H: 2.45679 4.16967 0.27590  0.307
H: 1.29857 4.91314 -0.85598  0.433
H: 4.39260 3.84421 -0.48993  0.324
H: 5.11029 2.84708 -1.76094  0.338
H: 4.27319 2.09725 -0.40570  0.290
H: -1.13515 -1.25388 -0.81807  -0.487
H: 0.73444 0.06653 -2.30682  0.538
H: 1.77277 -0.87257 -1.23270  0.227
H: 0.58567 -1.67118 -2.22691  0.404

Computed properties:
* 2S+1: 1
* gap between HOMO and LUMO: 10.990 eV
* charge: 0
* E_HOMO: -10.28 eV

Which formula does entry 7 have?
C20H23N3O5S2

Look up the 2S+1 of the sixth one.
1

What is the charge in the first record?
0

Please write out number 6 again, unchanged.
A structure of composition H23O12, computed with ωB97M-V with the def2-TZVPD basis set.

Each line ends with the Mulliken charge.
Element x y z (Å)
O: 0.03060 -3.17768 -0.41905  -0.645
H: -1.23731 3.62174 1.96234  0.280
H: -2.81682 -1.63703 2.46251  0.367
O: 3.06840 -0.88441 -0.88529  -0.701
H: 2.26750 -0.49750 -1.24504  0.457
H: 3.77915 -0.33104 -0.47004  0.233
O: -0.51247 0.83786 -2.45205  -0.875
H: -0.04751 0.32013 -3.05857  0.246
O: -2.76202 -1.70028 3.37558  -0.603
H: 0.69083 -1.12434 4.56503  0.307
H: -3.07805 -1.01965 3.85143  0.282
O: -1.14769 4.03604 1.18391  -0.584
H: 2.17443 2.01057 2.23187  0.316
H: -3.33304 -1.00352 -0.57200  0.302
O: 3.23813 -2.37639 -2.78254  -0.664
H: 0.70745 2.52419 -1.72886  0.371
H: 0.01560 0.68553 -1.39859  0.480
O: -0.11030 -0.99749 5.04205  -0.621
H: -0.67374 -0.51349 4.29108  0.309
H: 4.01782 -1.90447 -2.57471  0.303
O: -2.17420 -0.71684 -2.85503  -0.720
H: -3.04319 -0.41837 -2.96632  0.246
H: -1.66147 0.06390 -2.39544  0.406
O: 1.49301 1.77285 2.89346  -0.621
H: 0.72464 1.32605 2.42998  0.314
H: -1.93716 -1.24196 0.30176  0.364
O: 0.57916 3.41152 -2.10635  -0.660
H: -0.17340 -3.51566 -1.34872  0.326
H: 1.26012 1.19729 -0.03085  0.054
O: 0.92719 0.57513 -0.55298  -0.902
H: 0.19106 3.15343 -2.93468  0.316
H: 2.58351 -1.93900 -2.10445  0.393
O: -2.94406 -1.28708 0.36532  -0.712
H: 0.85250 -2.77071 -0.58890  0.331
H: -0.94871 3.52069 0.51416  0.303

Computed properties:
* 2S+1: 1
* gap between HOMO and LUMO: 8.896 eV
* energy relative to the best compared isomer or geometry (same formula, charge and spin): 531.8 kJ/mol
* charge: -1
* E_HOMO: -6.36 eV